*P*
{"formula": "C3H5N3O", "method": "ωB97M-V/def2-TZVPD", "smiles": "OCc1nc[nH]n1", "mol_weight_da": 99.1, "orbital_gap_ev": 9.89, "total_charge": 0, "symbols": ["O", "C", "C", "N", "C", "N", "N", "H", "H", "H", "H", "H"], "xyz": [[-2.141, 1.075, 0.244], [-1.795, -0.254, 0.022], [-0.177, -0.300, -0.214], [0.271, -1.239, 0.546], [2.014, -0.671, 0.512], [1.861, 0.362, -0.267], [0.627, 0.629, -0.786], [-1.886, 1.550, -0.555], [-2.313, -0.715, -0.831], [-2.135, -0.794, 0.935], [3.094, -0.697, 0.898], [2.580, 1.055, -0.504]], "lowdin_charge": [-0.066, -0.195, -0.441, 0.149, 0.032, -0.100, 0.039, 0.083, 0.105, 0.122, 0.112, 0.158]}

*Q*
{"formula": "C3H5N3O", "method": "ωB97M-V/def2-TZVPD", "mol_weight_da": 99.1, "orbital_gap_ev": [8.04, 6.70], "total_charge": 0, "symbols": ["N", "C", "C", "O", "N", "C", "N", "H", "H", "H", "H", "H"], "xyz": [[-1.356, -0.997, 0.153], [-0.406, -0.305, 0.627], [-0.363, 0.320, 1.937], [0.764, 0.897, 2.072], [1.606, 0.865, 0.966], [0.915, 0.116, 0.046], [1.204, -0.158, -1.172], [-1.092, -0.646, -2.597], [-1.042, -1.396, -0.744], [-1.043, 0.286, 2.776], [-0.375, -0.504, -2.453], [2.022, 0.354, -1.493]], "lowdin_charge": [0.191, -0.296, -0.022, 0.008, 0.113, -0.412, 0.131, 0.041, 0.018, 0.144, 0.015, 0.069]}

Of them, *Q* has the lowest stability.

*P*
{"formula": "C3H5N3O", "method": "ωB97M-V/def2-TZVPD", "mol_weight_da": 99.1, "orbital_gap_ev": 10.10, "total_charge": 0, "symbols": ["C", "C", "C", "N", "N", "N", "O", "H", "H", "H", "H", "H"], "xyz": [[0.721, -1.177, -0.224], [0.219, 0.686, -0.230], [-2.052, 0.333, -0.100], [1.925, -0.985, 0.075], [1.347, 1.176, 0.034], [2.406, 0.270, 0.077], [-0.967, 1.201, -0.353], [0.293, -2.116, -0.014], [-2.948, 0.640, -0.627], [-2.296, 0.186, 0.984], [-1.719, -0.635, -0.506], [3.069, 0.422, 0.885]], "lowdin_charge": [0.004, -0.277, -0.064, -0.074, 0.059, -0.084, -0.053, 0.055, 0.090, 0.111, 0.073, 0.160]}

*Q*
{"formula": "C3H5N3O", "method": "ωB97M-V/def2-TZVPD", "mol_weight_da": 99.1, "orbital_gap_ev": 9.28, "total_charge": 0, "symbols": ["C", "C", "C", "H", "H", "H", "H", "H", "N", "N", "N", "O"], "xyz": [[-2.134, -0.511, 0.136], [1.076, 0.428, -0.060], [1.602, -1.009, -0.024], [-2.702, 0.476, -0.622], [-2.656, -1.268, 0.892], [-0.754, 1.263, -0.157], [1.300, 2.348, 0.391], [0.793, -1.929, -0.232], [-0.942, -0.595, 0.060], [-0.345, 0.463, -0.518], [1.813, 1.441, 0.210], [2.947, -1.106, -0.076]], "lowdin_charge": [-0.102, -0.349, -0.086, 0.171, 0.113, 0.071, 0.081, 0.161, -0.158, -0.004, 0.153, -0.050]}

Of them, *Q* has the lowest stability.

*P*
{"formula": "C3H5N3O", "method": "ωB97M-V/def2-TZVPD", "smiles": "Nc1n[nH]cc1O", "mol_weight_da": 99.1, "orbital_gap_ev": 9.42, "total_charge": 0, "symbols": ["N", "C", "N", "N", "C", "C", "O", "H", "H", "H", "H", "H"], "xyz": [[1.621, -1.094, 0.019], [0.335, -0.547, 0.008], [-0.813, -1.202, -0.030], [-1.753, -0.296, -0.027], [-1.273, 0.968, 0.038], [0.096, 0.857, 0.010], [0.982, 1.867, -0.011], [1.727, -1.703, -0.760], [1.785, -1.588, 0.895], [-2.693, -0.603, -0.019], [-1.893, 1.874, 0.123], [1.880, 1.466, -0.246]], "lowdin_charge": [0.092, -0.371, 0.068, -0.050, -0.036, -0.306, 0.037, 0.069, 0.091, 0.138, 0.130, 0.139]}

*Q*
{"formula": "C3H5N3O", "method": "ωB97M-V/def2-TZVPD", "smiles": "N#CCO.N=C=N", "mol_weight_da": 99.1, "orbital_gap_ev": 11.06, "total_charge": 0, "symbols": ["N", "C", "C", "O", "H", "H", "H", "N", "C", "N", "H", "H"], "xyz": [[0.310, -1.361, 1.209], [0.527, -0.972, 0.142], [0.799, -0.516, -1.241], [1.752, -1.319, -1.885], [-0.160, -0.469, -1.775], [1.196, 0.500, -1.197], [1.398, -2.213, -1.968], [-0.844, 1.170, 2.547], [-1.062, 1.409, 1.371], [-1.167, 1.755, 0.192], [-0.643, 0.202, 2.786], [-2.108, 1.815, -0.180]], "lowdin_charge": [0.151, -0.182, -0.261, -0.043, 0.122, 0.123, 0.099, 0.145, -0.397, 0.127, 0.047, 0.069]}

Of them, *Q* has the lowest stability.

*P*
{"formula": "C3H5N3O", "method": "ωB97M-V/def2-TZVPD", "mol_weight_da": 99.1, "orbital_gap_ev": [8.25, 8.25], "total_charge": 0, "symbols": ["N", "C", "N", "C", "O", "C", "N", "H", "H", "H", "H", "H"], "xyz": [[1.471, 0.616, -1.708], [0.748, 1.110, -0.712], [0.857, 0.471, 0.460], [-0.036, -0.174, 1.093], [0.121, -0.545, 2.391], [-1.350, -0.500, 0.524], [-1.534, -0.307, -0.721], [1.942, -0.284, -1.684], [1.444, 1.086, -2.600], [0.956, -0.160, 2.693], [-2.109, -0.845, 1.235], [-2.510, -0.468, -0.972]], "lowdin_charge": [0.054, -0.206, 0.085, -0.422, 0.049, -0.155, 0.120, 0.101, 0.082, 0.113, 0.120, 0.059]}

*Q*
{"formula": "C3H5N3O", "method": "ωB97M-V/def2-TZVPD", "smiles": "Cn1ncc[n+]1[O-]", "mol_weight_da": 99.1, "orbital_gap_ev": [9.67, 9.67], "total_charge": 0, "symbols": ["C", "N", "N", "C", "C", "N", "O", "H", "H", "H", "H", "H"], "xyz": [[-0.939, 1.527, 0.017], [-0.077, 0.389, 0.043], [1.199, 0.538, 0.037], [1.733, -0.676, 0.008], [0.730, -1.651, 0.005], [-0.435, -0.908, -0.019], [-1.820, -1.226, -0.008], [-2.073, 1.140, 0.038], [-0.801, 2.146, 0.795], [-0.989, 2.092, -1.005], [2.839, -0.705, 0.003], [0.633, -2.667, 0.086]], "lowdin_charge": [-0.005, -0.178, 0.080, -0.117, 0.023, -0.138, -0.174, 0.134, 0.035, 0.129, 0.117, 0.094]}

Of them, *Q* has the lowest stability.

*P*
{"formula": "C3H5N3O", "method": "ωB97M-V/def2-TZVPD", "mol_weight_da": 99.1, "orbital_gap_ev": [9.01, 7.23], "total_charge": 0, "symbols": ["O", "C", "C", "N", "N", "C", "N", "H", "H", "H", "H", "H"], "xyz": [[-2.353, 0.898, -0.475], [-1.671, 0.115, 0.352], [-0.327, 0.302, 0.612], [0.399, 1.046, -0.265], [1.388, 0.196, -0.471], [1.485, -0.705, 0.594], [0.419, -0.656, 1.303], [-1.696, 1.444, -0.947], [0.155, -1.130, -1.233], [-2.273, -0.591, 0.913], [2.146, 0.453, -1.093], [2.328, -1.374, 0.711]], "lowdin_charge": [0.037, -0.128, -0.423, 0.039, -0.073, -0.215, 0.115, 0.108, 0.149, 0.125, 0.146, 0.121]}

*Q*
{"formula": "C3H5N3O", "method": "ωB97M-V/def2-TZVPD", "smiles": "OCc1nc[nH]n1", "mol_weight_da": 99.1, "orbital_gap_ev": 11.02, "total_charge": 0, "symbols": ["O", "C", "C", "N", "C", "N", "N", "H", "H", "H", "H", "H"], "xyz": [[-2.317, 0.959, -0.305], [-1.669, -0.204, 0.140], [-0.174, -0.084, 0.141], [0.623, -0.930, 0.883], [1.820, -0.523, 0.565], [1.785, 0.519, -0.307], [0.471, 0.783, -0.593], [-1.745, 1.366, -0.969], [-1.936, -1.083, -0.473], [-2.000, -0.420, 1.159], [2.781, -0.896, 0.894], [2.361, 0.514, -1.135]], "lowdin_charge": [-0.055, -0.213, -0.356, 0.130, -0.181, 0.001, 0.090, 0.073, 0.124, 0.122, 0.120, 0.144]}

Of them, *P* has the lowest stability.

*P*
{"formula": "C3H5N3O", "method": "ωB97M-V/def2-TZVPD", "smiles": "OCc1nc[nH]n1", "mol_weight_da": 99.1, "orbital_gap_ev": 10.68, "total_charge": 0, "symbols": ["O", "C", "C", "N", "C", "N", "N", "H", "H", "H", "H", "H"], "xyz": [[-2.196, 0.817, -0.858], [-1.687, -0.042, 0.141], [-0.199, -0.058, 0.113], [0.554, -1.196, 0.193], [1.768, -0.753, -0.023], [1.747, 0.583, -0.220], [0.486, 1.035, -0.153], [-1.643, 0.721, -1.648], [-2.054, -1.077, 0.061], [-2.058, 0.346, 1.095], [2.660, -1.355, -0.102], [2.507, 1.213, -0.430]], "lowdin_charge": [-0.064, -0.213, -0.371, 0.120, -0.177, 0.004, 0.105, 0.088, 0.118, 0.122, 0.117, 0.151]}

*Q*
{"formula": "C3H5N3O", "method": "ωB97M-V/def2-TZVPD", "mol_weight_da": 99.1, "orbital_gap_ev": 7.78, "total_charge": 0, "symbols": ["N", "C", "C", "N", "C", "O", "N", "H", "H", "H", "H", "H"], "xyz": [[2.345, 0.628, -0.055], [0.956, 0.251, -0.031], [0.264, -0.885, 0.121], [-1.156, -0.803, 0.092], [-1.756, 0.371, -0.075], [-3.092, 0.157, -0.054], [1.120, 1.537, -0.213], [2.902, 0.490, -0.891], [2.862, 0.735, 0.811], [0.726, -1.852, 0.264], [-1.691, -1.661, 0.208], [-3.480, 1.031, -0.176]], "lowdin_charge": [0.068, -0.445, -0.112, -0.033, -0.174, -0.030, 0.132, 0.143, 0.143, 0.094, 0.137, 0.077]}

Of them, *Q* has the lowest stability.

*P*
{"formula": "C3H5N3O", "method": "ωB97M-V/def2-TZVPD", "mol_weight_da": 99.1, "orbital_gap_ev": 7.73, "total_charge": 0, "symbols": ["N", "C", "C", "N", "C", "O", "N", "H", "H", "H", "H", "H"], "xyz": [[-1.991, 0.270, -1.295], [-0.816, 0.195, -0.513], [-0.081, 1.011, 0.252], [1.047, 0.358, 0.820], [1.246, -0.931, 0.585], [2.355, -1.322, 1.259], [-0.809, -1.043, -0.935], [-1.954, 0.665, -2.224], [-2.895, 0.110, -0.871], [-0.254, 2.059, 0.434], [1.677, 0.888, 1.417], [2.475, -2.259, 1.070]], "lowdin_charge": [0.116, -0.588, -0.108, -0.013, -0.172, -0.015, 0.223, 0.120, 0.120, 0.092, 0.141, 0.085]}

*Q*
{"formula": "C3H5N3O", "method": "ωB97M-V/def2-TZVPD", "smiles": "Nn1[nH]ccc1=O", "mol_weight_da": 99.1, "orbital_gap_ev": 9.52, "total_charge": 0, "symbols": ["N", "N", "N", "C", "C", "C", "O", "H", "H", "H", "H", "H"], "xyz": [[0.056, 0.301, -1.936], [0.431, -0.200, -0.676], [0.996, 0.717, 0.239], [0.547, 0.335, 1.525], [-0.606, -0.387, 1.441], [-0.674, -0.560, 0.030], [-1.524, -1.029, -0.767], [-1.026, 0.340, -1.967], [0.194, -0.418, -2.737], [1.998, 0.986, 0.089], [0.782, 0.697, 2.556], [-1.174, -0.782, 2.203]], "lowdin_charge": [0.036, -0.131, 0.030, -0.065, 0.022, -0.488, -0.023, 0.110, 0.125, 0.159, 0.137, 0.086]}

Of them, *P* has the lowest stability.

*P*
{"formula": "C4H3ClINS", "method": "ωB97M-V/def2-TZVPD", "smiles": "CC#CSI.N#CCl", "mol_weight_da": 259.5, "orbital_gap_ev": 7.78, "total_charge": 0, "symbols": ["C", "C", "C", "S", "I", "H", "H", "H", "N", "C", "Cl"], "xyz": [[-1.435, -0.860, -0.044], [-0.137, -0.661, -0.628], [0.919, -0.710, -1.129], [2.400, -0.562, -1.804], [3.564, 0.485, -0.088], [-1.594, -0.262, 0.772], [-2.235, -0.558, -0.660], [-1.456, -1.920, 0.065], [-0.585, 0.989, 2.079], [-0.078, 1.560, 1.230], [0.636, 2.498, 0.207]], "lowdin_charge": [-0.080, -0.189, -0.682, 0.286, 0.454, 0.001, 0.078, 0.089, 0.129, -0.897, 0.810]}

*Q*
{"formula": "C4H3ClINS", "method": "ωB97M-V/def2-TZVPD", "mol_weight_da": 259.5, "orbital_gap_ev": 9.55, "total_charge": 0, "symbols": ["C", "C", "C", "C", "N", "S", "Cl", "I", "H", "H", "H"], "xyz": [[1.026, 1.104, 0.103], [0.728, 2.473, -0.127], [2.401, 1.035, 0.196], [-0.046, 0.049, 0.289], [1.710, 3.330, -0.009], [3.136, 2.564, 0.116], [-0.856, 3.032, -0.352], [3.550, -0.644, 0.026], [0.517, -0.740, 0.783], [-1.004, 0.430, 0.555], [-0.365, -0.367, -0.673]], "lowdin_charge": [-0.421, -0.867, -1.095, -0.060, -0.331, 0.933, 0.741, 0.903, 0.058, 0.050, 0.088]}

Of them, *P* has the lowest stability.